A 7-piece molecular cluster, C39H42F2N8O8S2 overall at a distorted geometry. Source: the OMol25 dataset; level of theory: ωB97M-V with the def2-TZVPD basis set.

Last column: Löwdin charge in e.
CARTESIAN COORDINATES (ANGSTROEM)
O1 -4.262 3.663 -5.935  0.133
C1 -3.376 3.176 -5.214  -0.354
F1 -2.746 3.982 -4.230  0.060
N1 -2.985 1.740 -5.412  0.146
C2 -3.156 0.983 -4.125  -0.274
O2 -2.145 0.895 -3.368  0.070
C3 -4.568 0.317 -3.775  -0.069
C4 -5.649 1.497 -3.509  -0.322
O3 -6.433 2.052 -4.304  0.107
N2 -5.519 1.832 -2.071  0.049
C5 -5.075 0.667 -1.197  -0.239
C6 -3.899 1.304 -0.304  -0.144
C7 -3.205 0.277 0.721  -0.179
C8 -1.946 -0.526 0.137  -0.201
S1 -0.450 0.507 -0.206  0.764
O4 0.121 0.006 -1.528  -0.386
O5 -0.717 1.981 -0.326  -0.343
O6 0.788 0.305 0.921  -0.200
C9 -4.707 -0.419 -2.329  -0.196
S2 -5.925 -1.818 -2.498  0.840
O7 -6.789 -1.602 -3.723  -0.310
O8 -5.166 -3.108 -2.637  -0.306
F2 -6.956 -1.780 -1.179  -0.211
H1 -1.947 1.800 -5.526  0.145
H2 -4.814 -0.295 -4.707  0.170
H3 -4.851 2.623 -2.110  0.133
H4 -6.008 0.515 -0.551  0.155
H5 -4.402 2.119 0.349  0.139
H6 -3.178 1.854 -0.999  0.108
H7 -2.990 0.789 1.736  0.135
H8 -4.009 -0.524 0.966  0.130
H9 -1.633 -1.289 0.967  0.099
H10 -2.163 -1.149 -0.793  0.108
H11 1.611 0.427 0.375  0.098
H12 -3.707 -0.976 -2.274  0.129
C10 3.510 0.259 -2.945  -0.081
C11 4.841 0.386 -3.315  -0.076
C12 5.307 1.645 -3.661  -0.160
N3 4.544 2.750 -3.662  0.049
C13 3.259 2.598 -3.301  -0.151
C14 2.699 1.384 -2.935  -0.074
H13 3.108 -0.710 -2.666  0.094
H14 5.502 -0.472 -3.335  0.101
H15 6.341 1.797 -3.955  0.099
H16 2.665 3.506 -3.313  0.102
H17 1.656 1.319 -2.651  0.074
C15 -0.382 5.726 2.847  -0.080
C16 -1.736 5.975 3.031  -0.082
C17 -2.628 5.467 2.101  -0.166
N4 -2.260 4.748 1.026  0.056
C18 -0.944 4.523 0.871  -0.159
C19 0.026 4.985 1.747  -0.062
H18 0.348 6.106 3.554  0.074
H19 -2.089 6.551 3.877  0.097
H20 -3.696 5.632 2.203  0.096
H21 -0.676 3.945 -0.002  0.067
H22 1.073 4.772 1.573  0.100
C20 5.121 6.039 5.614  -0.081
C21 5.108 6.073 4.227  -0.074
C22 3.898 6.291 3.588  -0.146
N5 2.733 6.467 4.232  0.051
C23 2.774 6.427 5.574  -0.150
C24 3.932 6.219 6.305  -0.075
H23 6.049 5.873 6.150  0.106
H24 6.017 5.935 3.655  0.102
H25 3.838 6.329 2.505  0.104
H26 1.818 6.569 6.070  0.103
H27 3.905 6.199 7.388  0.102
C25 2.319 -2.574 -6.691  -0.081
C26 1.696 -2.150 -5.526  -0.075
C27 1.921 -2.869 -4.363  -0.164
N6 2.705 -3.957 -4.297  0.055
C28 3.295 -4.347 -5.438  -0.157
C29 3.137 -3.695 -6.650  -0.079
H28 2.170 -2.037 -7.621  0.105
H29 1.051 -1.280 -5.522  0.100
H30 1.458 -2.574 -3.426  0.098
H31 3.921 -5.230 -5.357  0.100
H32 3.640 -4.053 -7.540  0.100
C30 -0.746 -4.575 5.052  -0.091
C31 0.220 -3.792 4.437  -0.085
C32 -0.181 -2.923 3.436  -0.134
N7 -1.454 -2.795 3.022  0.047
C33 -2.368 -3.566 3.634  -0.149
C34 -2.068 -4.463 4.646  -0.068
H33 -0.471 -5.267 5.841  0.112
H34 1.261 -3.855 4.729  0.104
H35 0.537 -2.287 2.927  0.103
H36 -3.387 -3.445 3.279  0.102
H37 -2.847 -5.058 5.106  0.104
C35 2.715 -8.969 3.510  -0.080
C36 1.627 -8.109 3.570  -0.068
C37 1.842 -6.809 3.997  -0.148
N8 3.043 -6.331 4.362  0.057
C38 4.078 -7.183 4.296  -0.153
C39 3.968 -8.500 3.879  -0.076
H38 2.588 -9.994 3.180  0.106
H39 0.635 -8.442 3.291  0.103
H40 1.024 -6.099 4.058  0.064
H41 5.036 -6.771 4.598  0.102
H42 4.839 -9.143 3.845  0.101

Values from the calculation:
- Frontier orbital gap: 8.67 eV
- HOMO energy: -0.34217 hartree
- SMILES string: O=C(F)NC(=O)[C@@H]1C(=O)N[C@H](CCCS(=O)(=O)O)[C@H]1S(=O)(=O)F.c1ccncc1.c1ccncc1.c1ccncc1.c1ccncc1.c1ccncc1.c1ccncc1